(1)
Here is C38H32F3OP2Sn as an isolated structure in a non-equilibrium geometry from the OMol25 dataset. Energies are from wB97M-V/def2-TZVPD.

The spin multiplicity is 1. The total charge is +3. The orbital gap is 4.78 eV. As for the total energy: -74505.207 eV. For the relative energy (zero: lowest compared OMol25 entry of this formula, charge and spin), the calculation gives 0.00 kJ/mol.

XYZ file:
```
77
Properties=species:S:1:pos:R:3:mulliken_charge:R:1
Sn -0.006 -0.301 0.514 1.008
P -1.916 -1.538 -1.043 1.142
C 1.668 -1.480 -0.817 0.302
O 2.446 -2.248 -1.174 -0.105
P 1.917 1.694 0.799 1.232
C -1.379 -3.170 -1.652 0.663
C -2.697 -0.753 -2.494 0.137
C -3.233 -1.884 0.164 0.859
C 2.105 1.876 2.611 0.206
C 3.598 1.366 0.176 0.293
C 1.466 3.351 0.199 0.302
C -1.792 -4.380 -1.066 -0.342
C -1.293 -5.588 -1.558 -0.759
C -0.423 -5.600 -2.650 -0.531
C -0.012 -4.398 -3.239 -0.820
C -0.477 -3.184 -2.734 -0.475
H -2.509 -4.381 -0.243 0.464
H -1.587 -6.521 -1.071 0.460
H -0.050 -6.547 -3.034 0.446
H 0.677 -4.407 -4.084 0.460
H -0.156 -2.240 -3.183 0.518
C -2.830 -2.379 1.423 -0.368
C -3.759 -2.547 2.442 -1.028
C -5.104 -2.252 2.209 -0.615
C -5.517 -1.788 0.957 -0.697
C -4.585 -1.584 -0.064 -0.622
H -1.777 -2.599 1.636 0.442
H -3.422 -2.910 3.413 0.503
H -5.831 -2.392 3.009 0.442
H -6.575 -1.587 0.769 0.452
H -4.904 -1.204 -1.039 0.427
C -3.335 -1.495 -3.505 -0.171
C -3.927 -0.831 -4.585 -0.719
C -3.882 0.564 -4.667 -0.537
C -3.229 1.304 -3.674 -0.640
C -2.640 0.657 -2.589 -0.345
H -3.362 -2.586 -3.461 0.507
H -4.418 -1.414 -5.366 0.439
H -4.344 1.079 -5.511 0.432
H -3.173 2.391 -3.748 0.437
H -2.132 1.231 -1.810 0.316
C 4.275 2.224 -0.710 -0.423
C 5.551 1.888 -1.165 -0.681
C 6.165 0.707 -0.736 -0.556
C 5.491 -0.158 0.138 -0.845
C 4.214 0.171 0.585 -0.275
H 3.804 3.155 -1.030 0.458
H 6.057 2.551 -1.871 0.450
H 7.160 0.456 -1.090 0.436
H 5.961 -1.086 0.458 0.474
H 3.682 -0.500 1.264 0.560
C 0.948 1.642 3.385 -0.058
C 1.041 1.547 4.767 -0.732
C 2.258 1.776 5.409 -0.520
C 3.390 2.112 4.658 -0.718
C 3.322 2.145 3.259 -0.046
H -0.029 1.489 2.915 0.137
H 0.147 1.288 5.338 0.435
H 2.318 1.682 6.494 0.449
H 4.338 2.330 5.155 0.445
H 4.225 2.364 2.678 0.493
C 1.620 4.518 0.966 -0.277
C 1.259 5.754 0.418 -0.691
C 0.731 5.829 -0.876 -0.563
C 0.539 4.660 -1.625 -0.694
C 0.904 3.423 -1.095 -0.403
H 2.019 4.461 1.980 0.452
H 1.392 6.660 1.012 0.442
H 0.465 6.800 -1.303 0.425
H 0.108 4.712 -2.626 0.445
H 0.758 2.512 -1.680 0.420
H -2.469 0.992 3.132 0.105
H -2.552 1.461 2.544 -0.046
F -0.047 -1.956 3.141 -0.173
C 0.708 -1.937 1.993 0.367
F 0.631 -3.212 1.464 -0.202
F 2.017 -1.782 2.396 -0.205
```


(2)
Here is C38H32N3P2Tb as an isolated structure in a non-equilibrium geometry from the OMol25 dataset. Energies are from wB97M-V/def2-TZVPD.

The spin multiplicity is 7. The total charge is +2. The orbital gap (alpha / beta) is 6.96 / 7.37 eV. As for the total energy: -85391.746 eV.

XYZ file:
```
76
Properties=species:S:1:pos:R:3:mulliken_spin:R:1
C 1.203 -2.883 -2.872 -0.004
C 0.088 -3.168 -2.057 0.002
C -1.031 -3.818 -2.610 -0.002
C -0.980 -4.279 -3.929 0.001
C 0.156 -4.057 -4.717 -0.001
C 1.236 -3.334 -4.193 0.000
P 0.090 -2.527 -0.349 -0.019
C -1.420 -3.240 0.446 0.009
C -2.531 -2.405 0.728 0.012
C -3.646 -2.948 1.370 -0.005
C -3.693 -4.306 1.689 0.000
C -2.599 -5.133 1.402 0.000
C -1.455 -4.597 0.799 0.002
Tb -0.918 -0.027 0.325 6.103
P -0.007 2.570 -0.175 -0.063
C -1.124 3.193 -1.487 -0.002
C -0.636 3.886 -2.610 0.001
C -1.528 4.351 -3.581 -0.001
C -2.896 4.066 -3.480 0.000
C -3.366 3.278 -2.422 -0.005
C -2.490 2.833 -1.431 -0.001
C -0.563 3.338 1.407 0.001
C 0.200 3.073 2.561 -0.001
C -0.262 3.475 3.809 0.000
C -1.466 4.177 3.922 0.000
C -2.228 4.439 2.780 -0.001
C -1.779 4.028 1.525 0.001
C 1.621 3.313 -0.452 -0.004
C 2.752 2.476 -0.536 0.002
C 4.006 3.032 -0.790 0.001
C 4.147 4.417 -0.953 0.000
C 3.029 5.250 -0.835 0.000
C 1.766 4.706 -0.574 0.004
C 1.523 -3.346 0.445 -0.006
C 2.238 -4.406 -0.138 -0.002
C 3.367 -4.933 0.504 0.000
C 3.794 -4.414 1.731 -0.001
C 3.086 -3.354 2.315 0.002
C 1.964 -2.825 1.681 0.002
H 1.142 2.522 2.466 0.000
H 0.316 3.234 4.705 0.000
H -1.810 4.514 4.901 0.000
H -3.180 4.967 2.866 0.000
H -2.378 4.219 0.636 0.001
H 0.438 4.059 -2.710 0.000
H -1.151 4.938 -4.420 0.000
H -3.590 4.449 -4.230 0.000
H -4.426 3.018 -2.363 0.000
H -2.885 2.224 -0.604 0.006
H 2.635 1.396 -0.416 0.003
H 4.881 2.385 -0.869 0.000
H 5.128 4.844 -1.172 0.000
H 3.132 6.330 -0.958 0.000
H 0.893 5.356 -0.484 0.000
H 1.924 -4.813 -1.100 0.000
H 3.917 -5.751 0.036 0.000
H 4.671 -4.828 2.232 0.000
H 3.416 -2.937 3.269 0.000
H 1.426 -1.987 2.135 -0.001
H -2.645 -1.332 0.371 0.008
H -4.483 -2.292 1.619 0.000
H -4.583 -4.723 2.161 0.000
H -2.635 -6.196 1.645 0.000
H -0.581 -5.223 0.599 0.000
H -1.929 -3.959 -2.006 0.000
H -1.837 -4.811 -4.348 0.000
H 0.198 -4.436 -5.741 0.000
H 2.109 -3.125 -4.815 0.000
H 2.033 -2.299 -2.466 0.000
H 0.056 0.090 -1.952 -0.001
H 0.717 0.034 -1.552 -0.004
N -0.347 -0.202 2.385 -0.025
C -0.220 -0.272 3.574 -0.004
N -0.007 -0.540 4.780 -0.006
C -0.010 0.296 5.801 0.002
N 0.018 0.951 6.776 -0.003
```


(3)
Here is C38H33AuBrCl2NO6 as an isolated structure in a non-equilibrium geometry from the OMol25 dataset. Energies are from wB97M-V/def2-TZVPD.

The spin multiplicity is 1. The orbital gap (alpha / beta) is 5.17 / 5.17 eV. As for the total energy: -152489.806 eV. For the relative energy (zero: lowest compared OMol25 entry of this formula, charge and spin), the calculation gives 327.84 kJ/mol.

XYZ file:
```
82
Properties=species:S:1:pos:R:3:mulliken_charge:R:1
Au 0.908 1.393 1.798 0.262
C -1.695 -1.735 -3.488 -1.671
C -1.931 -1.535 -1.983 1.500
C -3.115 -2.404 -1.541 -1.809
O -2.158 -0.168 -1.704 -0.392
C -1.197 0.337 -0.810 0.365
C -0.200 -0.818 -0.597 -2.347
O -0.786 -1.922 -1.241 -0.412
C 1.289 -0.713 -1.087 2.673
O 1.890 0.418 -0.360 1.062
C 2.085 -1.893 -0.515 -0.578
C 3.467 -1.940 -0.704 -0.169
C 4.242 -2.881 -0.047 -1.063
C 3.654 -3.831 0.768 -0.650
C 2.274 -3.865 0.868 -1.138
C 1.497 -2.903 0.243 -0.594
C 1.406 -0.597 -2.586 0.043
C 1.652 -1.739 -3.339 -0.139
C 1.766 -1.654 -4.714 -0.936
C 1.635 -0.433 -5.352 -0.657
C 1.392 0.708 -4.607 -1.171
C 1.272 0.627 -3.231 0.088
C -1.821 0.817 0.591 3.018
O -0.946 0.690 1.639 -0.751
C -2.997 -0.125 0.880 -0.483
C -4.200 0.022 0.201 0.270
C -5.270 -0.802 0.507 -1.117
C -5.144 -1.788 1.471 -0.537
C -3.935 -1.959 2.121 -0.896
C -2.866 -1.129 1.829 -0.294
C -2.282 2.278 0.560 -0.130
C -1.461 3.272 0.034 -0.352
C -1.854 4.600 0.057 -1.132
C -3.063 4.967 0.619 -0.646
C -3.851 3.997 1.213 -0.885
C -3.458 2.672 1.194 -0.673
H -2.632 -1.592 -4.016 0.485
H -1.338 -2.749 -3.649 0.310
H -0.961 -1.031 -3.867 0.335
H -4.041 -1.949 -1.877 0.363
H -3.129 -2.483 -0.459 0.249
H -3.018 -3.395 -1.974 0.545
H -0.748 1.210 -1.281 0.350
H -0.154 -1.009 0.487 1.815
H 3.954 -1.248 -1.371 0.543
H 5.315 -2.865 -0.171 0.445
H 4.264 -4.543 1.306 0.420
H 1.792 -4.634 1.454 0.479
H 0.427 -2.981 0.332 0.689
H 1.747 -2.697 -2.851 0.555
H 1.976 -2.547 -5.284 0.447
H 1.712 -0.369 -6.426 0.414
H 1.309 1.667 -5.096 0.455
H 1.100 1.529 -2.659 0.490
H -4.301 0.785 -0.555 0.487
H -6.210 -0.671 -0.008 0.431
H -5.983 -2.422 1.712 0.410
H -3.823 -2.735 2.864 0.419
H -1.931 -1.237 2.356 0.342
H -0.496 3.023 -0.382 0.306
H -1.207 5.353 -0.369 0.450
H -3.383 5.999 0.606 0.389
H -4.777 4.270 1.700 0.440
H -4.076 1.941 1.694 0.469
Br 2.561 2.030 4.492 -0.092
C 3.660 1.957 2.944 0.364
C 4.983 2.284 3.041 -0.535
C 5.742 2.293 1.847 -0.416
C 5.141 1.899 0.691 -0.978
C 3.784 1.477 0.685 0.042
N 3.017 1.577 1.840 -0.261
C 3.308 0.960 -0.532 0.648
O 3.824 0.917 -1.624 -0.547
O 1.167 1.641 -0.436 -0.810
H 5.420 2.552 3.987 0.454
H 6.769 2.617 1.870 0.440
H 5.657 1.887 -0.255 0.510
Cl -0.927 0.937 4.471 0.065
C -0.377 0.682 6.159 -0.517
Cl -1.718 0.220 7.207 -0.180
H 0.049 1.610 6.535 0.302
H 0.354 -0.124 6.173 0.318
```